Below is C18H43AsF6MnO25S5V as an isolated structure at a distorted geometry, with properties calculated with ωB97M-V/def2-TZVPD.

Results
- Lowest unoccupied orbital energy (spin up / spin down): -1.45 / -0.96 eV
- Calculated total energy: -258879.7605 eV
- HOMO energy (spin up / spin down): -7.981 / -7.995 eV
- Expectation value of S²: 12.024

The geometry in ORCA input format:
```
! wB97M-V def2-TZVPD RIJCOSX def2/J DEFGRID3
* xyz 0 7
O -1.437 -4.186 2.286
V -0.816 -2.806 2.046
Mn -0.689 1.180 3.540
O 3.147 3.149 3.269
C 2.218 2.264 3.698
O 1.021 2.312 3.225
O 2.503 1.477 4.604
H 2.726 3.935 2.903
O 0.789 -3.096 3.704
C 0.940 -1.798 4.068
O 1.828 -1.566 4.889
O 0.177 -0.961 3.530
H 1.531 -3.466 4.230
O -4.478 -0.747 3.280
C -3.191 -0.705 3.000
O -2.549 -1.695 2.600
O -2.545 0.360 3.245
H -4.644 0.144 3.632
As -0.540 0.350 -0.061
F -0.518 -0.689 -1.488
F -0.355 -1.096 0.957
F -0.652 1.273 1.423
F -0.788 1.797 -1.025
F -2.300 0.112 -0.079
F 1.171 0.576 -0.267
O 1.109 -3.237 0.698
S 2.434 -2.687 0.488
O 2.832 -1.411 0.983
O 3.462 -3.850 0.973
C 4.713 -3.422 1.513
C 5.877 -4.216 0.949
C 2.776 -2.863 -1.308
H 4.804 -3.654 2.576
H 4.948 -2.363 1.424
H 6.841 -3.722 0.811
H 5.649 -4.362 -0.116
H 6.039 -5.147 1.486
H 3.352 -3.777 -1.407
H 3.543 -2.089 -1.396
H 1.871 -2.689 -1.878
O 5.984 3.310 -0.587
S 5.180 2.526 0.302
O 5.228 2.816 1.708
O 3.631 2.757 -0.278
C 3.375 2.453 -1.650
C 1.963 2.912 -1.959
C 5.180 0.709 0.175
H 3.424 1.375 -1.824
H 4.142 3.021 -2.184
H 1.791 3.988 -1.928
H 1.252 2.399 -1.315
H 1.861 2.682 -3.024
H 5.734 0.548 -0.752
H 4.159 0.344 0.083
H 5.628 0.187 1.016
O -1.504 5.521 3.428
S -2.009 4.330 2.817
O -1.750 3.039 3.385
O -3.636 4.407 2.683
C -4.208 5.704 2.496
C -5.650 5.388 2.035
C -1.663 4.298 1.059
H -3.662 6.297 1.762
H -4.180 6.212 3.461
H -5.600 4.793 1.120
H -6.219 6.268 1.736
H -6.195 4.788 2.759
H -2.569 3.938 0.581
H -0.704 3.871 0.777
H -1.590 5.339 0.735
O -1.112 -0.147 -6.102
S -0.814 0.200 -4.744
O 0.584 0.321 -4.335
O -1.671 1.531 -4.400
C -1.506 2.159 -3.134
C -1.185 3.617 -3.365
C -1.532 -0.967 -3.523
H -0.640 1.722 -2.626
H -2.334 1.938 -2.458
H -0.882 4.191 -2.488
H -1.986 4.176 -3.848
H -0.297 3.631 -3.999
H -1.530 -1.928 -4.032
H -2.536 -0.608 -3.303
H -0.941 -0.976 -2.612
O -1.391 -3.237 -0.012
S -1.603 -3.707 -1.363
O -0.509 -3.764 -2.271
O -2.378 -5.143 -1.346
C -2.941 -5.689 -2.529
C -3.553 -7.025 -2.132
C -2.913 -2.625 -2.004
H -2.286 -5.790 -3.397
H -3.737 -5.028 -2.891
H -4.321 -7.040 -1.364
H -2.743 -7.689 -1.828
H -3.946 -7.468 -3.050
H -2.897 -2.911 -3.057
H -2.717 -1.588 -1.758
H -3.872 -3.001 -1.652
*
```

Below is a 2-piece molecular cluster, C5H14 overall at a distorted geometry, with properties calculated with ωB97M-V/def2-TZVPD.

Results
- Lowest unoccupied orbital energy: 1.11 eV
- Calculated total energy: -5411.4317 eV
- HOMO energy: -11.010 eV
- Structure (SMILES): CCC.CC
- Relative energy (zero: lowest compared OMol25 entry of this formula, charge and spin): 59.62 kJ/mol

The geometry in ORCA input format:
```
! wB97M-V def2-TZVPD RIJCOSX def2/J DEFGRID3
* xyz 0 1
C 1.933 1.476 -1.682
C 0.436 1.255 -1.550
C 0.021 -0.201 -1.501
H 2.297 1.002 -2.596
H 2.434 1.112 -0.788
H 2.146 2.541 -1.823
H 0.031 1.838 -0.723
H -0.117 1.769 -2.345
H 0.538 -0.834 -2.217
H 0.063 -0.694 -0.531
H -1.071 -0.243 -1.629
C -1.019 -0.602 2.717
C -1.142 -1.653 1.554
H -1.678 0.248 2.622
H -1.189 -1.107 3.675
H 0.036 -0.357 2.848
H -0.212 -1.754 1.026
H -1.941 -1.254 0.928
H -1.565 -2.544 2.013
*
```

Below is a 2-piece molecular cluster, C4H9N2 overall at a distorted geometry, with properties calculated with ωB97M-V/def2-TZVPD.

Results
- Lowest unoccupied orbital energy: -5.93 eV
- Calculated total energy: -7263.0257 eV
- HOMO energy: -11.094 eV
- Relative energy (zero: lowest compared OMol25 entry of this formula, charge and spin): 493.62 kJ/mol

The geometry in ORCA input format:
```
! wB97M-V def2-TZVPD RIJCOSX def2/J DEFGRID3
* xyz 1 1
C -0.887 0.514 -0.517
C 3.187 -0.328 -0.411
C -2.015 -0.150 -0.119
C -0.815 -0.311 0.768
N -3.294 -0.299 -0.266
N 2.315 0.579 0.007
H -0.367 1.269 -1.065
H 2.998 -1.276 0.091
H -0.166 -1.147 0.899
H -1.039 0.096 1.711
H 1.514 0.309 0.527
H -3.756 -0.978 0.409
H -4.009 0.479 -0.535
H 3.982 -0.289 -1.187
H 2.351 1.532 -0.311
*
```

Below is a 2-piece molecular cluster, C11H14NO overall at a distorted geometry, with properties calculated with ωB97M-V/def2-TZVPD.

Results
- Lowest unoccupied orbital energy (spin up / spin down): 3.82 / 3.81 eV
- Calculated total energy: -15167.2108 eV
- HOMO energy (spin up / spin down): -2.067 / -1.786 eV
- Relative energy (zero: lowest compared OMol25 entry of this formula, charge and spin): 211.60 kJ/mol

The geometry in ORCA input format:
```
! wB97M-V def2-TZVPD RIJCOSX def2/J DEFGRID3
* xyz -1 1
C -3.454 -0.912 0.046
C -2.970 0.366 -0.239
C -2.555 -1.966 0.192
C -1.582 0.547 -0.131
C -1.247 -1.768 0.251
C -0.689 -0.472 0.148
C 2.415 1.767 0.068
C 1.046 2.404 -0.458
C 1.055 1.305 0.588
C 1.702 -1.122 1.023
C 0.661 -0.132 0.465
N 1.782 -0.453 -1.890
O 2.245 -1.591 -1.653
H -4.461 -1.134 0.094
H -3.638 1.227 -0.461
H -3.024 -2.962 0.325
H -1.109 1.447 -0.456
H -0.744 -2.608 0.589
H 2.788 1.135 -0.668
H 3.023 2.402 0.643
H 0.694 3.330 -0.064
H 0.777 2.220 -1.482
H 0.725 1.659 1.600
H 1.268 -1.722 1.900
H 2.533 -0.520 1.398
H 2.069 -1.901 0.256
H 0.691 -0.544 -2.082
*
```

Below is C4H4O2 in the gas phase, with properties calculated with ωB97M-V/def2-TZVPD.

Results
- Lowest unoccupied orbital energy: 0.82 eV
- Calculated total energy: -8305.1826 eV
- HOMO energy: -10.483 eV
- Structure (SMILES): C#CCOC=O
- Relative energy (zero: lowest compared OMol25 entry of this formula, charge and spin): 182.81 kJ/mol

The geometry in ORCA input format:
```
! wB97M-V def2-TZVPD RIJCOSX def2/J DEFGRID3
* xyz 0 1
C 1.933 -0.925 -0.055
C 1.198 0.015 0.094
C 0.185 1.065 0.230
O -1.005 0.576 0.829
C -1.619 -0.457 0.206
O -2.790 -0.434 -0.003
H 2.626 -1.726 -0.181
H -0.058 1.478 -0.755
H 0.514 1.884 0.874
H -0.955 -1.300 -0.031
*
```

Q: Which of these has the lowest calculated total energy?
A: C18H43AsF6MnO25S5V